DFT (the ωB97M-V functional and the def2-TZVPD basis) results for one molecule with the formula C6H10O at a distorted geometry.

Cartesian coordinates (Å):
1 C 1.85365 -1.68157 -0.09728
2 C 0.81018 -0.59984 -0.20316
3 C 1.07505 0.49735 -1.18973
4 C -0.22406 -0.55803 0.63580
5 C -1.01988 0.68202 0.82487
6 C -2.34556 0.71330 0.80063
7 O -3.06891 1.90352 0.90815
8 H 1.82164 -2.36566 -0.95529
9 H 2.84505 -1.24063 -0.08271
10 H 1.69342 -2.32414 0.76705
11 H 1.69858 0.23922 -2.04039
12 H 1.43698 1.41379 -0.71563
13 H 0.11376 0.80436 -1.60527
14 H -0.48673 -1.40925 1.25098
15 H -0.44432 1.60042 0.85837
16 H -2.99311 -0.13891 0.65442
17 H -2.76574 2.46404 0.18920

- LUMO energy: 0.91 eV
- M: 98.14 g mol⁻¹
- SMILES: CC(C)=C/C=C/O
- Kohn-Sham gap: 9.330 eV

=====

DFT (the ωB97M-V functional and the def2-TZVPD basis) results for one molecule with the formula C6H10O at a distorted geometry.

Cartesian coordinates (Å):
1 O 2.48870 -0.38162 2.21299
2 C 2.61405 -0.57596 1.02678
3 C 1.56807 -0.25336 -0.00572
4 C 0.25164 0.24729 0.56028
5 C -0.71988 0.60797 -0.54716
6 C -1.84163 -0.38643 -0.98113
7 C -2.14361 0.80594 -0.16129
8 H 3.55158 -1.01589 0.62232
9 H 1.99584 0.49997 -0.68565
10 H 1.40822 -1.14656 -0.62479
11 H 0.45788 1.08171 1.25027
12 H -0.21274 -0.52738 1.18599
13 H -0.39067 0.59366 -1.56797
14 H -2.15697 -0.30386 -2.02809
15 H -1.77441 -1.38833 -0.59353
16 H -2.77459 1.59833 -0.54209
17 H -2.32148 0.54452 0.87882

- LUMO energy: 1.04 eV
- M: 98.14 g mol⁻¹
- SMILES: O=CCCC1CC1
- Kohn-Sham gap: 10.379 eV

=====

DFT (the ωB97M-V functional and the def2-TZVPD basis) results for an isolated ion of composition C6H10O and charge +1 at a distorted geometry.

Cartesian coordinates (Å):
1 C 2.87895 -0.79581 0.67709
2 C 1.59580 -0.09566 1.03850
3 C 0.46429 -0.27998 0.07047
4 C -0.63356 0.56453 0.06766
5 C -1.91485 0.24587 -0.35970
6 C -2.65902 0.97752 -1.26532
7 O -3.64736 0.52562 -1.98655
8 H 3.61413 -0.08564 0.29695
9 H 2.89638 -1.76605 0.20555
10 H 3.31612 -1.10686 1.63901
11 H 1.69454 0.99996 1.20527
12 H 1.15753 -0.48158 1.98516
13 H 0.46267 -1.23406 -0.48440
14 H -0.47183 1.59656 0.37368
15 H -2.41157 -0.69619 -0.20411
16 H -2.41831 1.98277 -1.58664
17 H -3.92392 -0.35099 -1.67261

- LUMO energy (spin up / spin down): -4.52 / -7.20 eV
- M: 98.14 g mol⁻¹
- Charge: +1
- <S²>: 0.77
- Kohn-Sham gap (spin up / spin down): 9.276 / 7.837 eV
- Multiplicity: 2

=====

Energy relative to the best compared isomer or geometry (same formula, charge and spin) / kJ/mol: 105.5, 164.7, 125.3